Entry 1:
Below is a single C4H8O3S molecule, with properties calculated with ωB97M-V/def2-TZVPD.

Cartesian coordinates (Å):
O -1.786 0.552 -0.392
C -0.696 -0.305 -0.664
C 0.628 0.471 -0.713
C 1.138 0.648 0.760
S -0.248 0.113 1.818
C -0.504 -1.219 0.517
O 0.754 -1.858 0.448
O -1.567 -2.021 0.813
H -1.712 0.771 0.611
H -0.742 -0.738 -1.587
H 0.315 1.495 -1.098
H 1.338 0.050 -1.476
H 1.895 -0.064 0.856
H 1.481 1.639 1.107
H 0.659 -2.757 0.723
H -2.370 -1.578 0.509

Values from the calculation:
SMILES   O[C@H]1CCSC1(O)O
Highest occupied orbital energy   -8.99 eV
Frontier orbital gap   0.3542 hartree
Relative energy (zero: lowest compared OMol25 entry of this formula, charge and spin)   123.1 kJ/mol

=====

Entry 2:
Below is a single CH2O2S3 molecule, with properties calculated with ωB97M-V/def2-TZVPD.

Cartesian coordinates (Å):
C -0.807 0.028 0.112
O -3.031 1.406 -0.562
O -3.397 -0.264 1.262
S -1.907 -1.351 -0.939
S 0.131 1.333 -0.557
S -2.654 0.197 0.097
H -0.124 -0.625 0.619
H -0.749 2.105 -1.055

Values from the calculation:
Spin multiplicity   3
Highest occupied orbital energy (alpha / beta)   -6.54 / -9.77 eV
Frontier orbital gap (alpha / beta)   0.2441 / 0.2120 hartree
<S²>   2.009
Relative energy (zero: lowest compared OMol25 entry of this formula, charge and spin)   243.1 kJ/mol

=====

Entry 3:
Below is a gas-phase ion, C11H17O (charge +1), with properties calculated with ωB97M-V/def2-TZVPD.

Cartesian coordinates (Å):
C 1.440 1.326 -0.229
C 0.030 1.129 -0.387
C -0.577 0.019 -0.232
C 2.467 0.531 0.177
C 1.137 -1.405 0.401
C -0.725 2.287 -0.948
C 3.913 1.007 0.062
C 0.963 -2.762 0.689
C -2.197 -0.733 1.393
C -3.002 -0.098 -0.988
C -1.819 -0.684 -0.191
O 2.307 -0.771 0.483
H 1.917 2.224 -0.578
H -1.853 2.106 -0.907
H -0.510 2.383 -2.143
H -0.362 3.327 -0.554
H 4.412 1.145 1.071
H 3.873 1.914 -0.532
H 4.499 0.149 -0.436
H 0.343 -2.945 1.508
H 1.892 -3.354 0.808
H 0.305 -3.256 -0.096
H -1.350 -1.081 1.969
H -3.011 -1.323 1.711
H -2.441 0.247 1.708
H -3.919 -0.317 -0.332
H -3.022 -0.285 -2.017
H -2.986 0.927 -0.899
H -1.724 -1.708 -0.506

Values from the calculation:
Highest occupied orbital energy   -12.75 eV
Frontier orbital gap   0.3023 hartree
Total charge   +1
Relative energy (zero: lowest compared OMol25 entry of this formula, charge and spin)   282.9 kJ/mol

=====

Entry 4:
Below is a molecular structure, C34H44ClN3O2RhS4, with properties calculated with ωB97M-V/def2-TZVPD.

Cartesian coordinates (Å):
Rh 1.682 2.502 0.459
C 2.043 4.510 3.042
C 1.227 5.247 1.996
S 1.562 4.801 0.264
C 3.288 5.278 -0.065
C 4.354 4.357 0.493
S 3.946 2.601 0.180
C 4.524 1.803 1.706
C 3.836 2.296 2.980
S 2.064 2.701 2.715
H 1.609 4.638 4.032
H 3.068 4.870 3.072
H 1.360 6.325 2.093
H 0.163 5.034 2.097
H 3.434 6.299 0.289
H 3.334 5.312 -1.155
H 4.503 4.496 1.561
H 5.305 4.550 -0.004
H 5.605 1.934 1.766
H 4.330 0.745 1.533
H 4.309 3.190 3.378
H 3.867 1.535 3.756
O -0.379 2.467 0.697
S -1.335 2.317 -0.516
C -2.692 1.387 0.133
C -3.181 1.569 1.420
C -4.311 0.867 1.807
C -4.952 0.017 0.908
C -4.457 -0.153 -0.375
C -3.311 0.528 -0.768
C -2.004 3.933 -0.740
C -2.223 4.340 -2.048
C -2.781 5.591 -2.275
C -3.104 6.407 -1.203
C -2.876 5.985 0.106
C -2.328 4.739 0.346
H -2.684 2.239 2.111
H -4.707 0.992 2.806
H -5.848 -0.508 1.216
H -4.960 -0.812 -1.073
H -2.916 0.412 -1.769
H -1.962 3.695 -2.879
H -2.963 5.924 -3.287
H -3.543 7.379 -1.381
H -3.147 6.625 0.934
H -2.179 4.387 1.360
C 0.447 -6.267 -1.827
C 1.544 -5.195 -1.718
C 2.137 -4.973 -3.114
C 2.636 -5.748 -0.785
C 0.946 -3.855 -1.142
O 0.344 -4.091 0.129
C -0.097 -3.235 -2.111
C -1.116 -2.262 -1.477
C -2.052 -2.903 -0.505
C -2.908 -3.960 -0.929
C -3.789 -4.528 -0.064
C -3.849 -4.049 1.276
Cl -4.943 -4.740 2.335
C -3.015 -3.000 1.725
C -2.142 -2.443 0.848
C 2.134 -2.900 -0.881
N 1.898 -1.673 -0.114
C 1.884 -0.415 -0.556
N 1.695 0.409 0.470
C 1.588 -0.434 1.538
N 1.723 -1.697 1.221
H 0.901 -7.194 -2.175
H -0.338 -6.019 -2.542
H -0.016 -6.512 -0.864
H 2.572 -5.907 -3.468
H 2.941 -4.236 -3.114
H 1.386 -4.672 -3.847
H 2.811 -6.798 -1.016
H 2.349 -5.683 0.266
H 3.593 -5.243 -0.921
H -0.175 -4.906 0.068
H -0.667 -4.041 -2.569
H 0.409 -2.741 -2.940
H -1.707 -1.859 -2.304
H -0.646 -1.411 -0.993
H -2.875 -4.309 -1.952
H -4.446 -5.328 -0.379
H -3.081 -2.663 2.749
H -1.495 -1.646 1.177
H 2.535 -2.566 -1.835
H 2.910 -3.425 -0.335
H 2.014 -0.132 -1.589
H 1.396 -0.103 2.546

Values from the calculation:
Highest occupied orbital energy (alpha / beta)   -14.04 / -13.66 eV
Frontier orbital gap (alpha / beta)   0.0999 / 0.0672 hartree
Total charge   +3
Relative energy (zero: lowest compared OMol25 entry of this formula, charge and spin)   90.8 kJ/mol

=====

Entry 5:
Below is a molecular structure, C23H20Cl2CoN3O7, with properties calculated with ωB97M-V/def2-TZVPD.

Cartesian coordinates (Å):
Co 0.941 0.500 0.492
Cl -2.674 6.912 1.254
C -1.802 5.406 1.403
C -1.867 4.698 2.617
C -1.198 3.520 2.770
Cl -1.283 2.668 4.273
C -0.412 2.926 1.715
O 0.178 1.822 1.894
C -0.363 3.697 0.515
C 0.453 3.298 -0.596
O 1.182 2.306 -0.678
C -1.060 4.914 0.373
H -2.453 5.093 3.436
H 0.426 3.995 -1.453
H -0.993 5.457 -0.562
C 4.542 1.466 1.478
C 3.731 0.453 2.198
N 2.522 0.069 1.862
C 2.136 -0.888 2.760
C 3.136 -1.083 3.669
N 4.142 -0.225 3.292
C 3.322 -1.951 4.854
O 2.320 -2.726 5.163
O 4.358 -1.876 5.489
C 0.793 -1.527 2.615
O 0.465 -2.391 3.463
O 0.110 -1.116 1.655
H 3.936 1.889 0.679
H 5.429 1.015 1.032
H 4.860 2.268 2.145
H 5.016 -0.157 3.786
H 1.538 -2.603 4.478
O 2.010 -0.711 -1.035
N 0.695 -0.664 -1.147
C -1.840 0.111 -2.577
C -1.463 -1.294 -2.071
C -2.126 -1.499 -0.708
C 0.047 -1.410 -1.948
C -1.937 -2.313 -3.105
C -1.363 -2.313 -4.377
C -1.779 -3.197 -5.358
C -2.788 -4.113 -5.089
C -3.364 -4.130 -3.830
C -2.941 -3.240 -2.849
H -1.459 0.860 -1.882
H -2.924 0.211 -2.650
H -1.407 0.313 -3.557
H -1.746 -0.771 0.005
H -1.904 -2.478 -0.287
H -3.209 -1.368 -0.779
H 0.610 -2.106 -2.567
H -0.570 -1.610 -4.601
H -1.311 -3.175 -6.334
H -3.116 -4.807 -5.852
H -4.145 -4.843 -3.600
H -3.398 -3.282 -1.871

Values from the calculation:
Spin multiplicity   4
Highest occupied orbital energy (alpha / beta)   -5.27 / -5.25 eV
Frontier orbital gap (alpha / beta)   0.2738 / 0.2727 hartree
<S²>   3.759
Total charge   -1
Relative energy (zero: lowest compared OMol25 entry of this formula, charge and spin)   18.4 kJ/mol

=====

Entry 6:
Below is a molecular structure, C8B2O16Sn, with properties calculated with ωB97M-V/def2-TZVPD.

Cartesian coordinates (Å):
Sn -1.501 -0.579 -2.961
O 7.132 -0.004 -3.236
C 6.032 0.430 -3.136
O 5.195 0.242 -2.120
B 3.878 0.784 -2.473
O 4.029 1.397 -3.775
C 5.296 1.280 -4.182
O 5.777 1.704 -5.176
O 3.280 1.661 -1.477
C 2.210 1.162 -0.930
O 1.513 1.583 -0.067
C 1.904 -0.157 -1.742
O 2.882 -0.388 -2.530
O 0.899 -0.859 -1.578
O -5.088 -2.934 5.006
C -4.777 -2.058 4.265
O -3.577 -1.849 3.725
B -3.629 -0.702 2.813
O -4.923 -0.073 3.058
C -5.647 -0.857 3.860
O -6.759 -0.650 4.225
O -2.509 0.239 3.049
C -1.983 0.611 1.905
O -1.086 1.381 1.744
C -2.642 -0.216 0.798
O -3.510 -0.985 1.336
O -2.395 -0.164 -0.403

Values from the calculation:
Highest occupied orbital energy   -9.80 eV
Frontier orbital gap   0.1214 hartree
Relative energy (zero: lowest compared OMol25 entry of this formula, charge and spin)   0.0 kJ/mol

=====

Entry 7:
Below is 12 unconnected molecules or ions with the total composition C16H56N4O19, with properties calculated with ωB97M-V/def2-TZVPD.

Cartesian coordinates (Å):
N 0.971 -2.179 5.781
C 1.787 -1.194 5.282
N 1.804 -0.028 5.939
O 2.416 -1.412 4.279
H 0.785 -2.073 6.764
H 1.284 -3.071 5.490
H 2.298 0.799 5.707
H 1.377 0.103 6.856
N 2.008 -0.238 -1.240
C 0.889 -0.594 -0.524
N 1.137 -0.955 0.727
O -0.261 -0.504 -0.981
H 1.726 0.143 -2.098
H 2.787 0.247 -0.681
H 0.443 -0.976 1.446
H 2.136 -1.070 1.009
O 1.569 -5.165 -3.061
C 1.068 -3.884 -2.659
C 0.064 -4.157 -1.539
O 0.680 -4.923 -0.525
H 2.153 -5.015 -3.820
H 1.895 -3.171 -2.520
H 0.403 -3.330 -3.352
H -0.666 -4.880 -1.926
H -0.323 -3.183 -1.136
H 1.134 -5.583 -1.091
O -0.591 0.397 3.789
C -1.605 1.048 4.551
C -1.278 1.179 6.005
O -1.123 -0.045 6.713
H -0.908 -0.108 3.075
H -1.690 2.057 4.089
H -2.522 0.485 4.451
H -2.049 1.788 6.435
H -0.341 1.804 6.062
H -1.528 -0.699 6.116
O -0.882 3.995 3.207
C -1.148 5.037 2.325
C -1.754 4.508 1.022
O -0.712 3.890 0.253
H 0.006 3.715 2.988
H -1.820 5.761 2.763
H -0.184 5.382 2.029
H -2.237 5.279 0.389
H -2.517 3.707 1.232
H -1.100 3.259 -0.389
O 3.404 1.758 0.483
C 3.534 3.159 0.336
C 3.025 3.868 1.609
O 1.580 3.891 1.715
H 2.888 1.523 1.231
H 4.614 3.368 0.162
H 3.025 3.647 -0.515
H 3.478 4.881 1.730
H 3.321 3.367 2.592
H 1.131 3.833 0.866
O -1.322 2.159 -1.834
C -0.639 2.928 -2.767
C -0.720 2.341 -4.202
O 0.270 1.287 -4.355
H -1.065 1.244 -1.790
H -1.061 3.950 -2.709
H 0.439 2.969 -2.520
H -0.433 3.065 -4.892
H -1.723 2.005 -4.516
H -0.057 0.327 -4.343
O -1.851 -1.179 1.580
C -2.973 -0.605 0.854
C -3.544 -1.694 -0.082
O -3.769 -2.782 0.795
H -1.937 -2.154 1.609
H -3.768 -0.309 1.496
H -2.538 0.334 0.485
H -2.794 -1.985 -0.845
H -4.471 -1.427 -0.571
H -3.371 -3.605 0.510
O -0.719 -3.007 -5.538
C -1.983 -2.638 -5.106
C -2.005 -2.278 -3.637
O -1.157 -1.172 -3.486
H -0.465 -3.899 -5.255
H -2.353 -1.811 -5.717
H -2.721 -3.436 -5.287
H -1.657 -3.095 -2.952
H -3.029 -2.116 -3.349
H -0.826 -1.014 -2.607
O 2.798 -3.974 -5.624
H 3.308 -4.395 -6.303
H 2.387 -3.186 -5.969
O 1.871 -1.347 -6.523
H 0.930 -1.315 -6.257
H 1.998 -0.651 -7.251
O 2.062 1.315 3.131
H 1.064 1.367 3.132
H 2.245 0.344 3.250

Values from the calculation:
SMILES   NC(N)=O.NC(N)=O.OCCO.OCCO.OCCO.OCCO.OCCO.OCCO.OCCO.O.O.O
Highest occupied orbital energy   -9.78 eV
Frontier orbital gap   0.3766 hartree

=====

Entry 8:
Below is a single C11H18N4O3S molecule, with properties calculated with ωB97M-V/def2-TZVPD.

Cartesian coordinates (Å):
C 4.541 -1.088 1.577
S 3.376 -2.344 0.916
C 1.995 -2.129 2.054
C 0.810 -3.018 1.695
C 0.024 -2.794 0.395
N 0.610 -3.032 -0.921
C -0.592 -1.381 0.494
O -0.674 -0.811 1.578
N -0.988 -0.887 -0.686
C -1.606 0.404 -0.865
C -0.558 1.553 -0.724
C -1.155 2.926 -0.668
C -1.661 3.591 0.412
N -2.143 4.788 -0.194
C -1.904 4.764 -1.490
N -1.228 3.677 -1.801
C -2.219 0.353 -2.246
O -1.737 -0.309 -3.130
O -3.211 1.250 -2.410
H 5.437 -1.193 0.949
H 4.232 -0.050 1.429
H 4.893 -1.305 2.599
H 2.380 -2.436 3.059
H 1.684 -1.116 2.076
H 1.090 -4.107 1.738
H 0.083 -2.968 2.572
H -0.862 -3.510 0.490
H 0.450 -3.979 -1.271
H 1.608 -2.820 -0.926
H -0.630 -1.377 -1.535
H -2.351 0.590 -0.117
H 0.129 1.567 -1.557
H -0.004 1.427 0.204
H -1.734 3.493 1.491
H -2.610 5.532 0.290
H -1.967 5.621 -2.155
H -3.507 1.115 -3.320

Values from the calculation:
SMILES   CSCC[C@H](N)C(=O)N[C@@H](Cc1c[nH]cn1)C(=O)O
Highest occupied orbital energy   -8.53 eV
Frontier orbital gap   0.3420 hartree
Relative energy (zero: lowest compared OMol25 entry of this formula, charge and spin)   32.2 kJ/mol

=====

Entry 9:
Below is 5 unconnected molecules or ions with the total composition C19H23BrNO14, with properties calculated with ωB97M-V/def2-TZVPD.

Cartesian coordinates (Å):
O 2.835 -0.449 0.970
C 3.146 -0.659 -0.153
Br 4.957 -0.170 -0.716
C 2.223 -1.311 -1.175
C 0.774 -0.978 -0.907
C 0.355 0.254 -0.422
N -0.941 0.486 -0.216
C -1.901 -0.411 -0.467
C -1.587 -1.675 -0.934
C -0.224 -1.945 -1.148
O 0.149 -3.182 -1.594
H 2.520 -1.000 -2.176
H 2.347 -2.393 -1.121
H 1.093 1.014 -0.207
H -1.238 1.386 0.155
H -2.932 -0.135 -0.294
H -2.370 -2.397 -1.124
H 0.310 -3.696 -0.792
C 4.689 3.367 -4.072
C 4.570 2.807 -5.470
O 4.470 1.398 -5.226
C 4.005 1.225 -3.975
O 3.657 0.177 -3.523
O 3.985 2.389 -3.292
H 4.233 4.348 -3.965
H 5.722 3.415 -3.725
H 3.664 3.140 -5.980
H 5.431 3.031 -6.093
C -5.067 3.838 0.839
C -5.120 2.671 1.796
O -3.762 2.201 1.776
C -2.974 3.233 1.400
O -1.780 3.219 1.451
O -3.705 4.273 0.963
H -5.753 4.638 1.103
H -5.248 3.542 -0.196
H -5.372 2.971 2.814
H -5.805 1.889 1.478
C 2.355 0.947 4.684
C 3.681 0.787 3.979
O 4.529 1.673 4.713
C 3.995 1.835 5.952
O 4.538 2.374 6.855
O 2.749 1.291 6.012
H 1.761 0.035 4.683
H 1.757 1.762 4.270
H 4.078 -0.228 4.058
H 3.641 1.069 2.931
C -3.606 -5.654 -0.941
C -4.805 -5.948 -0.071
O -4.989 -4.709 0.627
C -4.439 -3.728 -0.111
O -4.564 -2.564 0.104
O -3.714 -4.236 -1.142
H -3.629 -6.181 -1.891
H -2.660 -5.867 -0.439
H -5.704 -6.159 -0.653
H -4.635 -6.762 0.627

Values from the calculation:
Highest occupied orbital energy   -12.31 eV
Frontier orbital gap   0.3209 hartree
Total charge   +1

=====

Entry 10:
Below is a molecular structure, C4H9N3O, with properties calculated with ωB97M-V/def2-TZVPD.

Cartesian coordinates (Å):
C 0.924 0.424 1.617
C 0.025 -0.937 -1.776
N 1.386 -0.507 0.708
C -0.898 0.806 0.887
N -1.013 1.825 -0.011
C -0.233 -1.563 -0.430
N 0.573 -1.592 0.582
O -1.805 0.441 1.592
H 1.766 -0.099 -0.149
H -1.844 2.401 0.011
H -0.206 2.200 -0.478
H 1.559 1.300 1.719
H 0.501 -0.035 2.501
H -1.002 -2.329 -0.393
H -0.879 -0.966 -2.377
H 0.332 0.107 -1.688
H 0.813 -1.476 -2.315

Values from the calculation:
Highest occupied orbital energy   -7.70 eV
Frontier orbital gap   0.3059 hartree
Relative energy (zero: lowest compared OMol25 entry of this formula, charge and spin)   366.8 kJ/mol

=====

Entry 11:
Below is 6 unconnected molecules or ions with the total composition C5H25N2O5, with properties calculated with ωB97M-V/def2-TZVPD.

Cartesian coordinates (Å):
N 0.462 0.191 -0.641
C 1.714 0.210 0.259
C 2.842 -0.247 -0.549
C 1.330 -0.727 1.418
N -0.228 -0.724 1.451
C -0.642 -2.058 1.365
C -0.628 -0.088 2.736
H 0.498 -0.841 -1.054
H -0.350 0.130 -0.112
H 0.400 0.848 -1.396
H 1.727 1.403 0.589
H 2.965 0.480 -1.455
H 3.778 0.020 -0.012
H 2.997 -1.226 -0.878
H 1.824 -1.664 1.353
H 1.601 -0.152 2.320
H -1.737 -2.263 1.114
H -0.212 -2.803 0.614
H -0.588 -2.633 2.399
H -0.149 -0.378 3.652
H -1.624 -0.145 3.001
H -0.326 1.007 2.665
H -2.123 -2.625 -2.171
H -1.658 -1.585 -0.829
O -1.592 -1.876 -1.825
H -2.898 1.938 0.231
H -1.782 0.985 0.404
O -2.632 1.214 0.729
H -2.231 1.171 -2.215
H -1.139 2.288 -2.871
O -1.304 1.759 -2.030
H 1.068 3.881 1.059
H -0.151 2.920 1.554
O 0.836 2.957 1.334
H 1.563 -1.607 -3.500
H 0.184 -1.758 -2.831
O 0.822 -1.079 -3.042

Values from the calculation:
Highest occupied orbital energy   -12.98 eV
Frontier orbital gap   0.3759 hartree
Total charge   +1
Relative energy (zero: lowest compared OMol25 entry of this formula, charge and spin)   467.9 kJ/mol

=====

We obtain electronic energy values of -781.08637 -1384.12525 -504.11901 -3799.28966 -3882.74277 -1772.99120 -2291.77176 -1272.92431 -4419.76979 -397.21093 -690.86534 hartree for the records listed above, in that order.